1.
C25H36N4O7PS2V | ωB97M-V with the def2-TZVPD basis set

Results
- E_tot: -103444.58180 eV
- Energy relative to the best compared isomer or geometry (same formula, charge and spin): 14.9 kcal/mol
- Kohn-Sham gap (alpha / beta): 7.59 / 7.04 eV
- Charge: +1
- <S²>: 0.763
- Spin multiplicity: 2

Cartesian coordinates (Å):
V (-0.331, -0.126, -0.081)
C (-2.410, 4.367, -2.236)
C (-1.185, 3.529, -1.991)
C (-0.602, 2.815, -3.047)
C (0.525, 2.049, -2.855)
C (1.121, 1.968, -1.591)
C (0.569, 2.689, -0.545)
C (-0.588, 3.452, -0.744)
H (-2.275, 5.003, -3.112)
H (-2.634, 5.007, -1.383)
H (-3.278, 3.732, -2.428)
H (-1.045, 2.880, -4.035)
H (0.969, 1.523, -3.691)
H (2.059, 1.446, -1.461)
H (1.073, 2.716, 0.412)
H (-1.001, 4.021, 0.083)
S (-1.452, -4.374, 1.217)
C (-1.223, -3.393, 2.593)
C (-0.791, -2.174, 2.213)
N (-0.641, -2.002, 0.841)
C (-0.970, -3.114, 0.217)
H (-1.407, -3.752, 3.593)
H (-0.569, -1.367, 2.891)
H (-0.957, -3.203, -0.859)
C (-4.748, -1.473, -0.372)
O (-3.349, -1.215, -0.153)
P (-2.535, -0.180, -1.071)
O (-2.903, -0.790, -2.510)
C (-2.626, -0.059, -3.714)
O (-3.481, 1.118, -1.104)
C (-3.660, 1.920, 0.079)
H (-5.345, -0.671, 0.059)
H (-4.976, -2.406, 0.134)
H (-4.964, -1.565, -1.433)
H (-2.987, -0.664, -4.540)
H (-1.554, 0.106, -3.823)
H (-3.151, 0.896, -3.705)
H (-4.085, 2.865, -0.241)
H (-2.719, 2.089, 0.595)
H (-4.357, 1.423, 0.755)
O (1.129, 0.244, 1.488)
C (0.203, 0.857, 2.087)
O (-0.943, 0.952, 1.508)
C (0.417, 1.433, 3.431)
C (1.446, 0.952, 4.231)
C (1.615, 1.446, 5.517)
C (0.763, 2.430, 5.999)
C (-0.240, 2.895, 5.172)
C (-0.444, 2.414, 3.901)
N (-1.159, 3.953, 5.680)
O (-1.046, 4.273, 6.841)
O (-1.956, 4.419, 4.896)
H (2.111, 0.195, 3.837)
H (2.412, 1.068, 6.145)
H (0.867, 2.836, 6.995)
H (-1.251, 2.794, 3.292)
C (4.129, -3.341, 0.608)
C (3.960, -2.146, -0.313)
N (2.565, -1.915, -0.712)
C (1.966, -2.042, -1.898)
S (0.442, -1.255, -2.149)
N (2.491, -2.723, -2.920)
C (3.473, -3.819, -2.942)
C (4.639, -3.516, -3.864)
H (5.183, -3.485, 0.850)
H (3.751, -4.259, 0.155)
H (3.588, -3.186, 1.544)
H (4.569, -2.230, -1.209)
H (4.288, -1.240, 0.196)
H (1.996, -1.407, -0.047)
H (1.947, -2.619, -3.763)
H (2.947, -4.715, -3.275)
H (3.814, -4.017, -1.935)
H (4.296, -3.332, -4.884)
H (5.327, -4.363, -3.891)
H (5.189, -2.635, -3.528)

Mulliken atomic charge list, values in e, 8 entries: number 1, V, carries 1.12; number 2, C, carries -1.68; number 3, C, carries 0.76; number 4, C, carries -0.42; number 5, C, carries -0.47; number 6, C, carries -0.71; number 7, C, carries -0.53; number 8, C, carries -0.15

***

2.
C25H36N5S5Sb2Ti | ωB97M-V with the def2-TZVPD basis set

Results
- E_tot: -124331.51475 eV
- Energy relative to the best compared isomer or geometry (same formula, charge and spin): 25.9 kcal/mol
- Kohn-Sham gap (alpha / beta): 5.72 / 5.72 eV
- Charge: -1

Cartesian coordinates (Å):
Ti (0.159, 1.708, -0.532)
N (-1.555, 0.616, 3.160)
C (-2.130, -0.630, 3.139)
C (-2.566, -1.235, 4.322)
C (-3.197, -2.468, 4.301)
C (-3.396, -3.136, 3.099)
C (-2.949, -2.550, 1.922)
C (-2.330, -1.306, 1.932)
S (-1.912, -0.545, 0.407)
N (-0.716, 0.588, 0.868)
C (-0.788, 1.180, 2.113)
C (-0.083, 2.316, 2.281)
C (0.124, 2.989, 3.542)
C (0.871, 4.098, 3.599)
C (1.486, 4.603, 2.396)
C (1.304, 3.952, 1.235)
N (0.524, 2.817, 1.108)
H (-1.433, 1.030, 4.063)
H (-2.412, -0.717, 5.264)
H (-3.529, -2.912, 5.232)
H (-3.885, -4.102, 3.075)
H (-3.090, -3.059, 0.973)
H (-0.305, 2.593, 4.454)
H (1.028, 4.594, 4.550)
H (2.105, 5.490, 2.406)
H (1.752, 4.311, 0.322)
S (3.152, 2.552, -4.560)
Sb (1.741, 2.805, -2.815)
S (2.527, 1.839, -0.767)
S (-0.187, 1.387, -2.897)
S (0.961, 4.887, -2.308)
C (-1.444, 5.101, 0.299)
C (-2.208, 4.031, -0.394)
N (-1.830, 2.795, -0.673)
C (-2.898, 2.200, -1.338)
C (-3.919, 3.073, -1.444)
N (-3.464, 4.231, -0.841)
H (-0.563, 5.359, -0.287)
H (-1.119, 4.767, 1.283)
H (-2.072, 5.987, 0.420)
H (-2.849, 1.196, -1.713)
H (-4.897, 2.986, -1.885)
H (-3.950, 5.107, -0.784)
C (-0.369, -3.883, -0.229)
C (0.979, -3.179, -0.044)
C (1.185, -2.756, 1.414)
Sb (1.222, -1.368, -1.262)
C (0.788, -2.195, -3.214)
C (-0.719, -2.151, -3.476)
C (1.354, -3.593, -3.446)
C (3.397, -1.436, -1.352)
C (4.046, -2.764, -0.961)
C (3.877, -0.940, -2.713)
H (-0.486, -4.688, 0.510)
H (-0.467, -4.331, -1.219)
H (-1.202, -3.193, -0.093)
H (1.769, -3.873, -0.333)
H (0.413, -2.050, 1.730)
H (2.152, -2.267, 1.571)
H (1.135, -3.621, 2.088)
H (1.276, -1.486, -3.885)
H (-1.264, -2.822, -2.808)
H (-0.937, -2.465, -4.505)
H (-1.119, -1.144, -3.346)
H (0.942, -4.323, -2.743)
H (2.439, -3.624, -3.356)
H (1.100, -3.938, -4.458)
H (3.671, -0.688, -0.609)
H (3.714, -3.596, -1.585)
H (3.853, -3.034, 0.079)
H (5.135, -2.686, -1.081)
H (3.680, -1.670, -3.501)
H (4.961, -0.773, -2.687)
H (3.420, 0.004, -3.012)

Mulliken atomic charge list, values in e, 8 entries: number 1, Ti, carries 0.35; number 2, N, carries -0.02; number 3, C, carries 0.26; number 4, C, carries -0.72; number 5, C, carries -0.54; number 6, C, carries -0.94; number 7, C, carries -0.62; number 8, C, carries 0.63

***

3.
C25H36N6O3 | ωB97M-V with the def2-TZVPD basis set

Results
- E_tot: -41592.90355 eV
- Energy relative to the best compared isomer or geometry (same formula, charge and spin): 0.0 kcal/mol
- Kohn-Sham gap: 8.23 eV
- Charge: 0
- SMILES: CCCN1CCN(CCCNC(=O)Cn2nc(CC)n3c(cc4c(OC)cccc43)c2=O)CC1

Cartesian coordinates (Å):
C (-3.420, -2.415, -1.440)
C (-2.060, -1.875, -1.022)
C (-1.013, -2.995, -0.972)
N (0.325, -2.618, -0.572)
C (1.078, -1.808, -1.501)
C (2.554, -1.893, -1.118)
N (2.774, -1.409, 0.240)
C (4.169, -1.569, 0.644)
C (5.137, -0.598, -0.030)
C (4.838, 0.855, 0.324)
N (3.599, 1.288, -0.276)
C (3.502, 2.459, -0.918)
O (4.435, 3.221, -1.072)
C (2.142, 2.798, -1.524)
N (0.976, 2.230, -0.881)
N (1.032, 2.062, 0.455)
C (0.020, 1.695, 1.141)
C (0.222, 1.485, 2.611)
C (1.685, 1.634, 3.009)
N (-1.216, 1.495, 0.550)
C (-1.316, 1.663, -0.831)
C (-2.607, 1.478, -1.236)
C (-3.373, 1.171, -0.079)
C (-4.729, 0.866, 0.151)
O (-5.730, 0.813, -0.766)
C (-5.512, 1.192, -2.103)
C (-5.122, 0.574, 1.449)
C (-4.225, 0.591, 2.508)
C (-2.894, 0.899, 2.321)
C (-2.471, 1.182, 1.028)
C (-0.159, 2.019, -1.632)
O (-0.164, 2.131, -2.844)
C (1.917, -2.138, 1.166)
C (0.453, -2.049, 0.748)
H (-4.170, -1.629, -1.407)
H (-3.380, -2.816, -2.450)
H (-3.736, -3.210, -0.767)
H (-2.147, -1.417, -0.034)
H (-1.737, -1.105, -1.726)
H (-0.935, -3.459, -1.959)
H (-1.350, -3.763, -0.267)
H (0.946, -2.198, -2.512)
H (0.757, -0.750, -1.494)
H (3.141, -1.286, -1.810)
H (2.874, -2.945, -1.212)
H (4.508, -2.604, 0.458)
H (4.215, -1.397, 1.724)
H (5.116, -0.719, -1.113)
H (6.144, -0.843, 0.311)
H (5.623, 1.516, -0.052)
H (4.783, 0.965, 1.414)
H (2.813, 0.667, -0.132)
H (2.066, 3.892, -1.532)
H (2.125, 2.461, -2.567)
H (-0.127, 0.483, 2.874)
H (-0.385, 2.214, 3.155)
H (1.791, 1.497, 4.082)
H (2.290, 0.893, 2.494)
H (2.054, 2.618, 2.738)
H (-2.915, 1.558, -2.256)
H (-4.841, 0.496, -2.615)
H (-5.119, 2.209, -2.174)
H (-6.493, 1.152, -2.577)
H (-6.160, 0.334, 1.616)
H (-4.582, 0.361, 3.500)
H (-2.227, 0.912, 3.164)
H (2.041, -1.706, 2.164)
H (2.200, -3.203, 1.208)
H (-0.160, -2.619, 1.450)
H (0.134, -0.992, 0.777)

natural (NBO) atomic charge list, values in e, 8 entries: number 1, C, carries -0.60; number 2, C, carries -0.43; number 3, C, carries -0.20; number 4, N, carries -0.46; number 5, C, carries -0.22; number 6, C, carries -0.24; number 7, N, carries -0.47; number 8, C, carries -0.21

***

4.
C25H37ClCoN5O5S4SeSi | ωB97M-V with the def2-TZVPD basis set

Results
- E_tot: -210930.19125 eV
- Energy relative to the best compared isomer or geometry (same formula, charge and spin): 25.9 kcal/mol
- Kohn-Sham gap (alpha / beta): 4.29 / 3.85 eV
- Charge: -2
- <S²>: 6.055
- Spin multiplicity: 5

Cartesian coordinates (Å):
Co (2.175, -2.166, 0.716)
S (2.575, -4.026, -1.212)
S (3.015, -4.332, -4.595)
S (1.443, -3.162, -4.412)
S (0.369, -3.517, -2.742)
C (1.848, 1.719, 0.795)
C (1.533, 0.864, 1.995)
C (0.820, 1.381, 3.075)
C (0.591, 0.543, 4.169)
C (1.057, -0.750, 4.165)
C (1.739, -1.245, 3.011)
N (1.976, -0.385, 1.961)
N (2.174, -2.479, 2.794)
Si (2.272, -3.802, 3.870)
C (0.566, -4.426, 4.404)
C (3.192, -5.205, 3.088)
C (3.179, -3.285, 5.453)
H (2.264, 2.682, 1.098)
H (0.946, 1.922, 0.209)
H (2.563, 1.200, 0.161)
H (0.463, 2.403, 3.061)
H (0.037, 0.918, 5.025)
H (0.883, -1.417, 4.998)
H (-0.028, -4.658, 3.515)
H (0.011, -3.692, 4.995)
H (0.649, -5.343, 4.998)
H (2.686, -5.528, 2.175)
H (3.274, -6.066, 3.759)
H (4.196, -4.910, 2.776)
H (2.628, -2.536, 6.027)
H (4.150, -2.854, 5.195)
H (3.356, -4.145, 6.108)
C (-3.255, 1.340, -4.842)
C (-3.681, 1.601, -3.389)
C (-4.271, 3.015, -3.354)
C (-4.792, 0.611, -3.018)
C (-2.429, 1.465, -2.445)
O (-1.368, 2.197, -3.034)
C (-2.649, 1.929, -0.988)
C (-2.637, 3.437, -0.660)
C (-1.277, 4.042, -0.393)
C (-0.786, 4.095, 0.907)
C (0.397, 4.755, 1.208)
C (1.099, 5.368, 0.188)
Cl (2.554, 6.259, 0.558)
C (0.657, 5.301, -1.121)
C (-0.531, 4.643, -1.402)
C (-2.079, -0.039, -2.360)
N (-0.774, -0.286, -1.799)
C (-0.431, -1.003, -0.722)
N (0.872, -1.093, -0.639)
C (1.312, -0.418, -1.726)
N (0.346, 0.099, -2.456)
H (-4.113, 1.490, -5.503)
H (-2.892, 0.325, -4.999)
H (-2.466, 2.029, -5.132)
H (-5.009, 3.117, -4.153)
H (-3.491, 3.760, -3.521)
H (-4.776, 3.220, -2.409)
H (-5.682, 0.832, -3.612)
H (-5.071, 0.687, -1.964)
H (-4.507, -0.421, -3.225)
H (-0.544, 1.676, -2.977)
H (-1.862, 1.470, -0.381)
H (-3.599, 1.507, -0.648)
H (-3.232, 3.568, 0.247)
H (-3.112, 4.012, -1.447)
H (-1.343, 3.617, 1.705)
H (0.761, 4.803, 2.225)
H (1.232, 5.768, -1.910)
H (-0.881, 4.586, -2.424)
H (-2.086, -0.486, -3.352)
H (-2.800, -0.554, -1.729)
H (-1.142, -1.454, -0.049)
H (2.355, -0.333, -1.979)
O (1.858, -4.209, 0.078)
Se (4.781, -5.439, -0.811)
O (4.070, -6.912, -0.640)
O (3.211, -2.673, -1.156)
O (5.458, -5.007, 0.622)

Mulliken atomic charge list, values in e, 8 entries: number 1, Co, carries 0.09; number 2, S, carries 0.71; number 3, S, carries -0.41; number 4, S, carries 0.01; number 5, S, carries -0.36; number 6, C, carries -1.11; number 7, C, carries 0.46; number 8, C, carries -0.15

***

5.
C25H37CuN3PS | ωB97M-V with the def2-TZVPD basis set

Results
- E_tot: -95760.75804 eV
- Energy relative to the best compared isomer or geometry (same formula, charge and spin): 8.2 kcal/mol
- Kohn-Sham gap (alpha / beta): 6.55 / 6.65 eV
- Charge: -1
- <S²>: 0.765
- Spin multiplicity: 2

Cartesian coordinates (Å):
Cu (-1.693, 0.049, -1.459)
S (-2.026, -1.806, -2.634)
C (-0.505, -1.466, -3.318)
C (0.146, -2.373, -4.176)
C (1.376, -2.036, -4.681)
C (1.940, -0.802, -4.347)
C (1.231, 0.024, -3.496)
N (0.049, -0.289, -2.994)
H (-0.323, -3.322, -4.392)
H (1.908, -2.717, -5.334)
H (2.907, -0.509, -4.728)
H (1.628, 0.986, -3.187)
C (-2.658, 1.402, -2.659)
C (-1.986, 2.613, -2.253)
C (-2.317, 3.278, -1.053)
C (-1.655, 4.409, -0.655)
C (-0.624, 4.944, -1.445)
C (-0.263, 4.280, -2.630)
C (-0.929, 3.149, -3.018)
C (0.016, 6.130, -1.075)
N (0.528, 7.123, -0.786)
H (-2.566, 1.189, -3.725)
H (-3.702, 1.353, -2.334)
H (-3.104, 2.868, -0.436)
H (-1.925, 4.909, 0.267)
H (0.538, 4.686, -3.237)
H (-0.649, 2.638, -3.928)
C (-2.308, -1.647, 2.822)
C (-0.866, -2.091, 2.569)
C (-0.123, -2.307, 3.882)
C (-0.953, -3.427, 1.834)
P (-0.123, -0.855, 1.274)
N (-1.203, -0.575, 0.236)
C (1.500, -1.636, 0.555)
C (2.143, -0.498, -0.236)
C (1.061, -2.678, -0.477)
C (2.525, -2.246, 1.505)
C (0.383, 0.777, 2.207)
C (-0.805, 1.129, 3.100)
C (1.650, 0.753, 3.052)
C (0.459, 1.878, 1.148)
H (-2.943, -2.514, 3.000)
H (-2.677, -1.133, 1.935)
H (-2.403, -0.990, 3.682)
H (-0.591, -3.137, 4.414)
H (-0.163, -1.435, 4.529)
H (0.918, -2.565, 3.713)
H (-1.588, -4.115, 2.396)
H (0.021, -3.895, 1.724)
H (-1.394, -3.275, 0.850)
H (1.366, 0.002, -0.814)
H (2.886, -0.895, -0.930)
H (2.642, 0.218, 0.408)
H (0.067, -2.432, -0.851)
H (1.043, -3.687, -0.074)
H (1.740, -2.675, -1.333)
H (2.856, -1.540, 2.261)
H (3.401, -2.543, 0.922)
H (2.139, -3.136, 2.000)
H (-0.861, 0.486, 3.972)
H (-1.726, 1.048, 2.527)
H (-0.707, 2.157, 3.454)
H (1.643, -0.077, 3.755)
H (1.713, 1.679, 3.627)
H (2.545, 0.687, 2.438)
H (-0.308, 1.705, 0.391)
H (1.423, 1.927, 0.650)
H (0.272, 2.854, 1.598)

natural (NBO) atomic charge list, values in e, 8 entries: number 1, Cu, carries 1.18; number 2, S, carries -0.29; number 3, C, carries 0.05; number 4, C, carries -0.28; number 5, C, carries -0.17; number 6, C, carries -0.33; number 7, C, carries 0.06; number 8, N, carries -0.56

***

6.
C25H37F2Sn | ωB97M-V with the def2-TZVPD basis set

Results
- E_tot: -37790.54849 eV
- Kohn-Sham gap: 4.56 eV
- Charge: -1

Cartesian coordinates (Å):
C (-1.998, -4.252, 3.081)
C (-2.415, -3.372, 1.907)
C (-1.571, -3.631, 0.652)
C (-1.964, -2.712, -0.530)
Sn (-0.671, -0.932, -0.665)
C (1.373, -1.682, -0.972)
C (2.423, -0.578, -0.784)
C (3.852, -1.118, -0.829)
C (4.906, -0.024, -0.731)
C (-1.192, 0.267, -2.418)
C (-0.945, -0.378, -3.797)
C (0.161, 0.310, -4.603)
C (0.366, -0.323, -5.981)
H (-0.554, 1.323, 3.798)
H (-2.693, -4.129, 3.913)
H (-1.995, -5.308, 2.796)
H (-0.997, -3.991, 3.436)
H (-3.473, -3.548, 1.670)
H (-2.338, -2.314, 2.190)
H (-0.499, -3.495, 0.877)
H (-1.696, -4.687, 0.356)
H (-1.839, -3.222, -1.489)
H (-2.992, -2.334, -0.451)
H (1.547, -2.514, -0.275)
H (1.392, -2.086, -1.992)
H (2.288, 0.180, -1.570)
H (2.251, -0.059, 0.172)
H (3.988, -1.839, -0.014)
H (3.998, -1.679, -1.759)
H (5.911, -0.449, -0.803)
H (4.796, 0.707, -1.540)
H (4.830, 0.508, 0.222)
H (-2.262, 0.427, -2.268)
H (-0.664, 1.220, -2.275)
H (-0.742, -1.457, -3.710)
H (-1.885, -0.312, -4.375)
H (-0.103, 1.370, -4.727)
H (1.107, 0.290, -4.044)
H (1.076, 0.265, -6.571)
H (0.750, -1.347, -5.904)
H (-0.581, -0.354, -6.531)
F (4.767, 3.013, 1.386)
C (3.483, 2.603, 1.660)
C (3.258, 1.777, 2.761)
C (1.932, 1.474, 3.086)
C (0.858, 2.015, 2.362)
C (-0.497, 2.105, 3.056)
C (-1.817, 2.139, 2.311)
C (-2.943, 1.520, 2.877)
C (-4.234, 1.824, 2.452)
C (-4.370, 2.701, 1.375)
F (-5.624, 3.137, 1.030)
C (-3.282, 3.205, 0.673)
C (-2.003, 2.938, 1.177)
C (1.156, 2.615, 1.133)
C (2.462, 3.010, 0.813)
H (4.092, 1.408, 3.348)
H (1.719, 0.839, 3.945)
H (-0.478, 3.052, 3.639)
H (-2.793, 0.818, 3.703)
H (-5.114, 1.415, 2.948)
H (-3.394, 3.836, -0.206)
H (-1.158, 3.400, 0.688)
H (0.378, 2.800, 0.401)
H (2.657, 3.614, -0.075)

natural (NBO) atomic charge list, values in e, 8 entries: number 1, C, carries -0.60; number 2, C, carries -0.40; number 3, C, carries -0.40; number 4, C, carries -0.83; number 5, Sn, carries 0.58; number 6, C, carries -0.83; number 7, C, carries -0.41; number 8, C, carries -0.39